Record 1
{"formula": "H3O5", "method": "ωB97M-V/def2-TZVPD", "homo_lumo_gap_ev": [7.8, 9.6], "charge": 1, "species": ["O", "H", "O", "O", "H", "O", "O", "H"], "positions_angstrom": [[1.22360, -1.04852, 0.63000], [-2.23696, 0.00498, -0.46458], [0.55116, 0.37293, -1.06105], [-1.63818, 0.87619, -0.19737], [1.03083, -0.26466, -1.61735], [-0.92221, 0.88201, 0.82929], [0.87406, 0.31695, 0.26831], [1.11769, -1.13988, 1.61273]], "atomic_forces_ev_per_a": [[-0.53, 0.49, -0.85], [1.94, 1.64, 1.72], [-0.48, 0.51, 0.41], [-1.14, -0.64, -1.24], [0.69, -0.64, 0.53], [-1.12, -1.07, -0.13], [0.72, -1.11, 0.07], [-0.08, 0.83, -0.51]], "mulliken_charge": [-0.231, 0.450, -0.211, -0.059, 0.415, 0.082, 0.157, 0.396]}

***

Record 2
{"formula": "H3O6", "method": "ωB97M-V/def2-TZVPD", "homo_lumo_gap_ev": [10.6, 7.3], "s2": 2.009, "spin_multiplicity": 3, "charge": 1, "species": ["O", "H", "H", "O", "O", "H", "O", "O", "O"], "positions_angstrom": [[1.04094, -0.44834, -1.18842], [-1.05219, -1.94114, 0.42237], [2.28005, 0.90139, -0.64588], [-1.17349, 1.10875, 1.03412], [-0.15337, -0.43189, -0.60557], [-2.09647, 0.93629, 0.77466], [2.05559, 0.04101, -0.36485], [-0.54856, 1.14437, -0.06253], [-0.35250, -1.31044, 0.63610]], "atomic_forces_ev_per_a": [[1.13, -0.55, -0.94], [-0.31, -0.28, -0.99], [0.08, 2.16, -1.25], [-0.42, 0.50, 0.78], [-0.86, -5.55, 0.24], [-1.02, -0.33, 0.47], [-0.43, -2.51, 1.84], [0.16, 5.34, 0.59], [1.68, 1.23, -0.74]], "lowdin_spin": [0.048, 0.003, 0.001, 0.333, 0.307, 0.036, 0.011, 1.199, 0.061]}

***

Record 3
{"formula": "H3OPS", "method": "ωB97M-V/def2-TZVPD", "homo_lumo_gap_ev": [6.6, 8.2], "species": ["H", "H", "S", "O", "P", "H"], "positions_angstrom": [[-1.34303, -0.05125, 1.89942], [1.35421, 0.37032, -1.78786], [0.01748, 0.50510, 2.01572], [0.06525, 0.84111, 0.51646], [0.69377, -0.81919, -1.14602], [-0.78768, -0.84609, -1.49772]], "atomic_forces_ev_per_a": [[1.88, 0.60, 1.11], [-1.43, -1.08, 0.25], [-2.74, -1.13, -0.43], [1.08, -0.12, -1.23], [-0.63, 1.01, 0.40], [1.85, 0.71, -0.10]], "mulliken_charge": [0.156, 0.083, 0.107, -0.428, 0.001, 0.080]}

***

Record 4
{"formula": "H3OPS2", "method": "ωB97M-V/def2-TZVPD", "homo_lumo_gap_ev": 9.9, "species": ["S", "H", "S", "H", "O", "P", "H"], "positions_angstrom": [[1.01968, -2.69629, -0.74688], [0.82230, 0.10325, -2.44108], [1.02109, 0.80297, -1.37446], [-1.47492, 0.15773, -0.29117], [-1.06755, -0.69676, -0.09186], [0.56103, -0.87011, -0.23497], [0.83147, -0.26941, 0.88906]], "atomic_forces_ev_per_a": [[0.02, 1.50, 0.47], [-0.16, -0.60, -1.51], [0.67, 0.64, 0.67], [0.49, -0.12, -0.02], [0.09, -0.65, -0.13], [-2.46, -1.29, -2.15], [1.36, 0.53, 2.67]], "mulliken_charge": [-0.325, 0.188, -0.270, 0.349, -0.491, 0.491, 0.059]}

***

For reference, energy above the lowest of the compared OMol25 structures with the same formula, charge and spin by record: 22.3 28.1 95.5 11.7 kcal/mol.
For reference, maximum force by record: 0.060 0.109 0.058 0.068 hartree/bohr.
For reference, electronic energy by record: -377.26989 -452.36507 -816.43009 -1214.79333 Eh.